Formula: C70H130Cl4N2O25S6
Source: OMol25
Level of theory: ωB97M-V/def2-TZVPD

- 2S+1: 1
- Energy: -243960.0966 eV
- Charge: 0
- Frontier orbital gap: 0.162 hartree

Geometry as XYZ:
```
237
Properties=species:S:1:pos:R:3:mulliken_charge:R:1
C -3.123 -1.078 -2.008 -0.02
C -1.788 -0.323 -2.049 1.23
C -0.951 -0.273 -0.727 1.83
C 0.390 0.448 -0.831 0.48
N 1.118 0.482 0.567 1.15
C 2.589 1.006 0.408 0.81
C 3.533 0.426 1.459 -0.53
C 2.695 -0.761 2.039 -0.13
C 1.464 -0.933 1.171 -0.47
C 0.250 1.337 1.491 1.11
H -3.620 -1.004 -2.976 0.00
H -3.724 -0.644 -1.209 -0.46
H -2.942 -2.132 -1.801 -0.36
H -2.145 0.669 -2.326 -0.90
H -1.081 -0.620 -2.823 -0.08
H -0.844 -1.292 -0.355 -0.43
H -1.540 0.257 0.021 -0.73
H 0.286 1.444 -1.260 -0.36
H 1.060 0.012 -1.573 -0.72
H 2.651 2.088 0.294 -0.04
H 2.833 0.554 -0.553 -0.72
H 3.905 1.174 2.159 0.52
H 4.407 0.073 0.912 0.00
H 2.464 -0.424 3.050 -0.40
H 3.335 -1.643 2.011 0.51
H 0.591 -1.383 1.644 0.05
H 1.647 -1.588 0.319 0.41
H -0.610 0.717 1.744 -0.36
H 0.019 2.299 1.033 -0.75
H 0.836 1.561 2.382 0.25
C 1.586 5.384 -3.699 -1.87
C 1.101 4.175 -2.758 2.08
C -0.331 3.761 -3.175 0.20
C -0.403 2.936 -4.477 -1.84
C 0.519 1.709 -4.477 0.21
C 1.978 2.071 -4.153 1.18
N 1.983 2.904 -2.870 0.96
O 3.298 3.146 -2.442 -0.91
C 2.497 2.855 -5.369 -2.17
C 2.815 0.750 -4.066 -0.34
C 1.133 4.539 -1.275 -1.57
H 0.960 5.527 -4.579 0.34
H 2.588 5.287 -4.117 0.33
H 1.646 6.319 -3.141 0.49
H -0.890 4.691 -3.280 0.97
H -0.746 3.136 -2.384 -1.43
H -0.157 3.666 -5.248 0.38
H -1.393 2.518 -4.657 0.56
H 0.337 1.508 -5.532 0.20
H 0.069 0.923 -3.871 -0.32
H 3.527 3.172 -5.212 0.28
H 1.855 3.703 -5.608 0.46
H 2.436 2.213 -6.248 0.46
H 3.892 0.900 -4.002 0.20
H 2.587 0.010 -4.833 0.56
H 2.483 0.237 -3.163 -0.84
H 0.893 3.656 -0.684 -0.68
H 0.390 5.308 -1.061 0.68
H 2.130 4.851 -0.962 0.36
C -6.988 -0.628 -2.217 0.57
C -7.262 -2.081 -1.966 -0.10
C -8.304 -2.382 -3.081 -0.96
S -7.854 -1.386 -4.644 1.11
O -8.989 -0.569 -5.035 -0.71
O -7.046 -2.077 -5.628 -0.63
C -6.635 -0.385 -3.685 -0.77
H -6.122 -0.330 -1.626 -0.94
H -7.759 0.111 -1.998 0.51
H -7.618 -2.297 -0.958 0.71
H -6.397 -2.741 -2.028 -0.24
H -9.275 -1.920 -2.902 0.42
H -8.408 -3.417 -3.408 0.42
H -6.583 0.654 -4.009 0.78
H -5.689 -0.836 -3.985 -0.04
C -6.476 -6.442 -2.889 -0.76
C -6.468 -5.739 -1.529 -0.13
C -4.968 -5.539 -1.065 -0.01
S -3.850 -5.556 -2.573 0.82
O -2.988 -6.761 -2.496 -0.74
O -3.250 -4.251 -2.880 -0.28
C -5.304 -5.822 -3.740 -0.83
H -7.506 -6.466 -3.245 0.42
H -6.221 -7.494 -2.766 0.33
H -7.047 -6.388 -0.872 0.41
H -6.953 -4.763 -1.552 -0.22
H -4.494 -6.169 -0.313 0.72
H -4.872 -4.515 -0.703 -0.50
H -4.867 -6.452 -4.514 0.57
H -5.666 -4.892 -4.179 0.20
C 4.367 4.885 1.414 0.31
C 3.189 4.775 2.476 0.76
C 3.852 4.654 3.857 -0.69
S 5.252 5.836 3.824 1.12
O 6.460 5.076 4.165 -0.66
O 4.919 7.039 4.632 -0.70
C 5.217 6.044 1.994 -1.08
H 4.051 4.870 0.371 0.34
H 4.924 3.949 1.457 -0.39
H 2.725 3.833 2.182 -1.01
H 2.416 5.521 2.290 0.40
H 4.310 3.674 3.986 0.17
H 3.339 4.737 4.815 0.51
H 6.180 6.286 1.544 0.52
H 4.601 6.934 1.867 0.42
C 6.243 -2.155 2.930 0.46
C 7.127 -2.804 1.817 -0.35
C 8.404 -3.352 2.478 -0.86
S 8.785 -2.124 3.828 1.11
O 9.842 -1.200 3.493 -0.64
O 8.798 -2.814 5.116 -0.66
C 7.133 -1.130 3.678 -0.78
H 5.835 -2.893 3.620 0.52
H 5.362 -1.765 2.420 -0.90
H 7.317 -2.029 1.075 0.41
H 6.502 -3.590 1.395 -0.05
H 9.282 -3.453 1.840 0.45
H 8.331 -4.321 2.971 0.41
H 7.317 -0.157 3.222 0.37
H 6.932 -0.704 4.660 0.42
C -0.024 -5.898 2.912 -0.78
C 0.202 -6.660 1.613 -0.52
C -1.014 -6.553 0.687 -0.69
S -1.881 -4.959 1.104 1.37
O -3.169 -5.325 1.735 -0.85
O -1.758 -3.905 0.062 -0.37
C -0.694 -4.569 2.458 -0.35
H 0.917 -5.568 3.351 0.42
H -0.618 -6.442 3.647 0.33
H 0.456 -7.717 1.696 0.49
H 1.087 -6.338 1.063 0.03
H -1.744 -7.358 0.776 0.41
H -0.701 -6.459 -0.353 0.23
H -1.273 -3.975 3.164 0.60
H 0.047 -3.928 1.980 -0.34
C -3.609 3.838 -1.848 -0.10
C -5.102 3.511 -1.757 -1.13
C -5.098 2.416 -0.713 0.29
S -3.992 2.942 0.645 1.09
O -3.189 1.857 1.128 -0.20
O -4.758 3.702 1.608 -0.81
C -3.007 4.136 -0.450 -0.01
H -3.551 4.699 -2.515 0.59
H -3.173 3.030 -2.434 -0.40
H -5.573 3.179 -2.682 0.40
H -5.606 4.392 -1.358 0.39
H -4.585 1.535 -1.098 -0.77
H -6.087 2.128 -0.354 0.68
H -1.958 3.987 -0.192 -0.39
H -3.187 5.121 -0.019 0.43
O 3.710 -3.920 1.004 -0.68
C 4.052 -3.624 -0.180 0.21
O 3.814 -2.412 -0.719 0.43
C 4.432 -2.227 -1.983 0.91
C 4.791 -3.667 -2.396 -0.71
C 4.781 -4.459 -1.123 -0.73
H 5.373 -1.691 -1.855 -0.22
H 3.838 -1.750 -2.763 -0.38
H 5.714 -3.654 -2.977 0.52
H 4.011 -4.079 -3.037 0.07
H 5.791 -4.659 -0.764 0.30
H 4.268 -5.416 -1.214 0.35
O -3.816 0.535 -5.422 -0.58
C -2.783 0.229 -6.021 0.38
O -2.060 -0.880 -5.637 -0.10
C -0.974 -1.066 -6.547 0.08
C -1.182 -0.120 -7.748 -0.75
C -2.052 0.941 -7.187 -0.15
H -0.986 -2.123 -6.813 0.45
H -0.054 -0.924 -5.979 -0.20
H -1.561 -0.646 -8.625 0.29
H -0.233 0.295 -8.087 0.32
H -2.796 1.216 -7.934 0.46
H -1.497 1.792 -6.791 -0.02
O 1.498 2.665 4.717 -0.35
C 2.233 2.039 5.511 -0.16
O 2.683 0.721 5.259 0.30
C 3.511 0.200 6.286 -0.16
C 3.564 1.231 7.412 -1.00
C 2.798 2.465 6.877 -0.45
H 4.551 0.108 5.973 0.10
H 3.194 -0.744 6.729 0.32
H 4.589 1.315 7.772 0.44
H 2.994 0.864 8.265 0.24
H 3.512 3.251 6.630 0.19
H 2.124 3.045 7.508 0.50
O -0.281 -0.916 3.837 -0.42
C -0.745 -0.391 4.798 0.06
O -1.619 0.558 4.615 0.23
C -2.065 1.212 5.795 0.39
C -1.462 0.392 6.904 -1.04
C -0.489 -0.672 6.295 0.24
H -3.151 1.137 5.742 0.39
H -1.706 2.235 5.908 -0.55
H -2.286 -0.110 7.411 0.22
H -0.970 1.046 7.623 0.50
H -0.548 -1.711 6.620 0.52
H 0.520 -0.269 6.393 -0.50
O -0.112 4.582 1.708 -0.17
C -0.614 4.899 2.738 -0.07
O -0.532 6.163 3.238 -0.42
C -1.312 6.331 4.413 -0.58
C -1.686 4.922 4.797 -0.85
C -1.483 3.966 3.571 1.73
H -2.171 6.962 4.185 0.28
H -0.722 6.753 5.227 0.31
H -2.730 4.923 5.109 0.41
H -1.183 4.615 5.713 0.31
H -2.388 3.670 3.041 0.13
H -1.004 3.097 4.022 -1.11
O -6.850 0.345 1.438 -0.64
C -5.918 -0.379 1.766 0.33
O -4.861 -0.755 0.982 0.26
C -4.004 -1.647 1.701 0.60
C -4.309 -1.454 3.083 0.37
C -5.738 -0.988 3.078 -0.91
H -2.953 -1.602 1.416 -0.43
H -4.315 -2.639 1.372 -0.42
H -3.638 -0.713 3.519 -0.61
H -4.224 -2.400 3.618 0.63
H -6.167 -0.301 3.808 0.34
H -6.394 -1.854 3.168 0.31
Cl 1.450 -5.255 -2.238 -0.15
C 0.229 -4.892 -3.443 -0.69
C -0.244 -3.398 -3.430 0.84
Cl 1.129 -2.323 -3.718 -0.13
H -0.582 -5.586 -3.221 0.27
H 0.571 -5.030 -4.468 0.50
H -0.716 -3.159 -2.478 -0.96
H -1.003 -3.162 -4.177 0.21
Cl 7.320 0.429 -2.231 -0.21
C 6.037 1.534 -2.025 0.88
C 6.420 2.598 -0.950 -0.43
Cl 6.484 1.885 0.611 -0.06
H 5.223 0.891 -1.691 -0.90
H 5.755 1.976 -2.981 0.28
H 5.764 3.467 -0.919 -0.01
H 7.440 2.954 -1.095 0.55
```



Formula: H2IOP
Source: OMol25
Level of theory: ωB97M-V/def2-TZVPD

- 2S+1: 1
- Energy: -19467.3992 eV
- Charge: 0
- Frontier orbital gap (alpha / beta): 0.246 / 0.245 hartree

Geometry as XYZ:
```
5
Properties=species:S:1:pos:R:3:mulliken_charge:R:1
O 0.669 0.884 -0.165 -0.62
P -1.709 -0.973 1.032 -0.06
I -0.723 -2.715 -0.176 0.05
H 1.642 1.096 -0.295 0.31
H 0.121 1.708 -0.395 0.32
```



Formula: C52H45Br2N6O8P2S2Ta
Source: OMol25
Level of theory: ωB97M-V/def2-TZVPD

- 2S+1: 1
- Energy: -261866.9043 eV
- Charge: 0
- Frontier orbital gap: 0.269 hartree

Geometry as XYZ:
```
118
Properties=species:S:1:pos:R:3:mulliken_charge:R:1
Ta 0.217 0.214 -0.319 0.03
S -1.842 0.671 0.837 -0.46
C -3.116 -0.252 0.050 0.13
C -4.245 -0.630 0.770 -0.66
C -5.284 -1.281 0.126 -0.73
C -5.191 -1.554 -1.235 -0.71
C -4.061 -1.188 -1.947 -0.76
C -3.005 -0.535 -1.311 0.37
S -1.558 -0.058 -2.171 -0.48
H -4.295 -0.415 1.830 0.50
H -6.165 -1.573 0.682 0.40
H -6.001 -2.063 -1.742 0.38
H -3.981 -1.416 -3.003 0.47
C 3.747 0.028 -0.707 -1.19
O 2.635 0.387 -1.545 2.61
C 2.926 0.782 -2.814 -0.41
C 4.168 0.745 -3.411 0.01
C 4.258 1.079 -4.761 -0.72
Br 5.958 0.988 -5.592 -0.18
C 3.158 1.419 -5.511 -0.66
C 1.901 1.467 -4.897 0.97
C 1.817 1.203 -3.545 -0.45
O 0.677 1.285 -2.805 0.32
C 0.704 1.753 -5.705 -0.38
N 0.702 2.470 -6.790 -0.79
C -0.609 2.441 -7.245 0.52
C -1.179 3.042 -8.367 -0.76
C -2.527 2.844 -8.588 -0.52
C -3.308 2.067 -7.716 -0.42
C -2.762 1.469 -6.598 -1.06
C -1.403 1.674 -6.385 0.62
N -0.541 1.245 -5.394 0.38
H 4.287 0.925 -0.413 0.48
H 4.397 -0.679 -1.222 0.47
H 3.331 -0.447 0.170 -0.50
H 5.053 0.461 -2.864 0.68
H 3.234 1.645 -6.565 0.60
H -0.040 1.775 -3.230 0.26
H -0.574 3.641 -9.035 0.45
H -2.999 3.297 -9.451 0.37
H -4.363 1.939 -7.924 0.41
H -3.364 0.878 -5.919 0.48
H -0.772 0.572 -4.676 -0.14
C 0.576 -1.608 5.848 -0.53
O -0.579 -2.016 5.110 -0.46
P -0.922 -1.087 3.801 1.09
O -2.281 -1.859 3.357 -0.56
C -2.148 -2.890 2.377 -0.67
O -1.590 0.219 4.480 -0.26
C -2.729 0.128 5.345 -0.76
H 0.756 -2.363 6.608 0.29
H 0.415 -0.643 6.332 0.29
H 1.454 -1.527 5.201 0.08
H -3.142 -3.285 2.189 0.33
H -1.506 -3.695 2.745 0.43
H -1.742 -2.486 1.446 0.04
H -2.886 1.118 5.764 0.26
H -2.547 -0.588 6.146 0.29
H -3.608 -0.180 4.781 0.22
N 0.552 -1.630 -0.486 0.25
P 1.405 -2.919 -0.854 1.82
C 2.513 -3.421 0.463 0.06
C 3.356 -4.526 0.322 -0.74
C 4.107 -4.960 1.399 -0.97
C 3.999 -4.314 2.627 -0.78
C 3.139 -3.240 2.776 -0.53
C 2.392 -2.788 1.697 1.15
C 0.354 -4.372 -1.087 0.58
C -0.266 -4.894 0.050 -0.53
C -1.114 -5.982 -0.053 -0.74
C -1.338 -6.570 -1.293 -0.60
C -0.711 -6.068 -2.423 -0.78
C 0.136 -4.971 -2.323 -0.47
C 2.258 -2.662 -2.421 0.73
C 1.469 -2.175 -3.467 -0.73
C 2.023 -1.987 -4.724 -0.74
C 3.367 -2.265 -4.941 -0.64
C 4.157 -2.727 -3.897 -1.04
C 3.605 -2.931 -2.639 -0.77
H 3.408 -5.065 -0.617 0.54
H 4.771 -5.807 1.286 0.43
H 4.590 -4.655 3.468 0.42
H 3.056 -2.739 3.732 0.25
H 1.725 -1.943 1.808 -0.39
H -0.075 -4.451 1.021 0.42
H -1.592 -6.379 0.833 0.45
H -1.997 -7.424 -1.374 0.40
H -0.877 -6.530 -3.387 0.45
H 0.621 -4.591 -3.211 0.38
H 0.424 -1.936 -3.290 0.60
H 1.409 -1.613 -5.534 0.50
H 3.804 -2.104 -5.918 0.46
H 5.209 -2.922 -4.059 0.42
H 4.236 -3.274 -1.830 0.46
N 0.544 1.860 2.807 0.31
C 1.521 1.027 2.425 0.14
O 1.331 0.287 1.360 1.43
C 2.704 0.940 3.153 0.93
C 2.807 1.671 4.370 -0.93
N 2.877 2.240 5.370 -0.64
C 3.811 0.174 2.703 -0.17
N 4.717 -0.445 2.348 -0.74
H 0.648 2.350 3.682 0.26
H -0.401 1.683 2.502 -0.08
Br -2.945 6.059 0.528 -0.19
C -1.062 5.841 0.545 -0.44
C -0.254 6.924 0.854 -0.35
C 1.125 6.756 0.872 -0.71
C 1.683 5.521 0.587 -0.57
C 0.859 4.448 0.275 0.62
C -0.524 4.601 0.251 0.09
C 1.481 3.116 -0.004 0.12
O 2.669 2.924 0.081 -0.68
O 0.610 2.172 -0.338 -0.35
H -0.698 7.884 1.078 0.42
H 1.761 7.597 1.114 0.41
H 2.753 5.366 0.606 0.48
H -1.164 3.762 0.013 0.34
```



Formula: H3OP
Source: OMol25
Level of theory: ωB97M-V/def2-TZVPD

- 2S+1: 1
- Energy: -11383.4281 eV
- Charge: 0
- Frontier orbital gap: 0.380 hartree

Geometry as XYZ:
```
5
Properties=species:S:1:pos:R:3:mulliken_charge:R:1
O 0.739 0.483 0.525 -0.43
P -0.709 -0.026 0.003 0.05
H 0.739 0.770 1.347 0.30
H -0.376 0.445 -1.308 0.05
H -0.393 -1.672 -0.566 0.02
```



Formula: C23H33N3O3S
Source: OMol25
Level of theory: ωB97M-V/def2-TZVPD

- 2S+1: 1
- Energy: -45834.1793 eV
- Charge: 0
- Frontier orbital gap: 0.336 hartree

Geometry as XYZ:
```
63
Properties=species:S:1:pos:R:3:mulliken_charge:R:1
C 0.381 2.639 -4.970 -1.39
H 0.862 3.413 -5.564 0.39
C 1.411 1.885 -4.139 -0.27
C 0.748 0.803 -3.287 -0.61
N 1.729 -0.045 -2.632 0.03
C 1.205 -1.345 -2.263 -0.09
C 2.338 -2.222 -1.740 -1.26
N 2.908 -1.611 -0.552 0.64
C 3.906 -2.451 0.097 -0.91
C 4.107 -2.085 1.570 -0.53
H 4.915 -2.698 1.971 0.42
H 4.401 -1.040 1.666 0.27
C 2.846 -2.328 2.402 -1.00
N 1.745 -1.507 1.962 -0.03
C 1.264 -0.491 2.709 0.00
O 1.614 -0.249 3.852 -0.74
C 0.202 0.289 2.046 0.71
C -0.399 1.454 2.444 -0.90
C -1.385 1.744 1.480 -0.47
C -1.325 0.737 0.552 0.44
C -2.166 0.457 -0.613 -0.84
H -1.622 -0.052 -1.407 0.17
H -2.649 1.353 -0.995 0.57
S -3.597 -0.731 -0.203 0.25
O -4.538 -0.521 -1.301 -0.60
C -4.206 0.281 1.179 0.37
C -5.060 1.326 0.876 -0.46
C -5.522 2.152 1.882 -0.65
C -5.123 1.918 3.190 -0.56
C -4.287 0.858 3.485 -0.66
C -3.814 0.013 2.484 0.84
C -2.931 -1.143 2.837 -1.62
H -2.653 -1.720 1.960 0.35
H -2.024 -0.791 3.329 0.27
H -3.447 -1.800 3.536 0.54
H -3.989 0.674 4.507 0.46
H -5.474 2.561 3.983 0.40
H -6.185 2.972 1.651 0.41
H -5.359 1.467 -0.153 0.50
O -0.359 -0.146 0.889 -0.23
H -2.052 2.581 1.468 0.63
H -0.155 2.017 3.320 0.57
H 1.598 -1.511 0.956 0.27
H 2.553 -3.381 2.326 0.31
H 3.030 -2.085 3.451 0.51
H 3.557 -3.486 0.043 0.42
H 4.875 -2.396 -0.430 0.33
C 3.427 -0.300 -0.903 -1.23
C 2.312 0.577 -1.459 -0.22
H 1.553 0.741 -0.673 -0.16
H 2.730 1.545 -1.738 0.46
H 4.227 -0.385 -1.659 0.40
H 3.841 0.174 -0.011 0.41
H 3.093 -2.343 -2.535 0.31
H 1.944 -3.207 -1.478 0.50
H 0.429 -1.268 -1.480 -0.22
H 0.765 -1.813 -3.147 0.63
H 0.066 1.275 -2.558 0.01
H 0.148 0.170 -3.946 0.50
H 1.942 2.592 -3.500 0.29
H 2.143 1.409 -4.793 0.36
H -0.138 1.962 -5.645 0.36
H -0.358 3.111 -4.325 0.32
```



Formula: C5H6O2
Source: OMol25
Level of theory: ωB97M-V/def2-TZVPD

- 2S+1: 1
- Energy: -9372.8304 eV
- Charge: 0
- SMILES: C=C=C(O)CC=O
- Frontier orbital gap: 0.340 hartree

Geometry as XYZ:
```
13
Properties=species:S:1:pos:R:3:mulliken_charge:R:1
C 2.471 -0.100 0.347 -0.15
C 1.367 -0.835 0.413 -0.29
C 0.245 -0.148 0.404 0.09
O 0.507 1.258 0.246 -0.51
C -1.224 -0.395 0.391 -0.40
C -1.778 0.171 -0.906 0.03
O -2.653 0.997 -0.971 -0.47
H 2.906 0.334 1.246 0.27
H 2.853 0.257 -0.606 0.25
H 0.669 1.650 1.115 0.31
H -1.700 0.151 1.213 0.21
H -1.463 -1.461 0.467 0.30
H -1.295 -0.230 -1.823 0.34
```